# 1
Computed, not measured: a cluster of 2 separate species, C27H28N4O3 in total, with ωB97M-V/def2-TZVPD.

Output
**2S+1**: 1
**LUMO**: -1.680 eV
**Frontier orbital gap**: 4.7 eV
**Calculated total energy**: -40556.1693 eV
**Total charge**: 0

Atoms and positions in Å:
C: -3.409 -2.097 -0.080
C: -3.060 -0.862 0.643
N: -3.994 -0.011 1.139
C: -5.427 -0.221 1.049
C: -3.386 1.012 1.877
C: -1.991 0.774 1.878
C: -1.195 1.523 2.736
C: -1.744 2.643 3.369
C: -3.120 2.902 3.300
C: -3.973 2.046 2.591
C: -1.767 -0.390 1.019
C: -0.545 -0.913 0.594
C: 0.724 -0.472 1.048
C: 1.674 -1.230 1.775
C: 1.530 -2.597 2.306
N: 2.775 -0.461 1.988
C: 3.930 -0.896 2.743
C: 2.614 0.802 1.412
C: 1.312 0.839 0.851
C: 0.806 2.042 0.381
C: 1.617 3.175 0.418
C: 2.907 3.122 0.958
C: 3.406 1.937 1.510
H: -2.494 -2.581 -0.428
H: -3.955 -2.812 0.555
H: -4.039 -1.905 -0.960
H: -5.937 0.689 1.373
H: -5.702 -0.455 0.015
H: -5.738 -1.057 1.689
H: -0.168 1.219 2.909
H: -1.089 3.327 3.906
H: -3.523 3.778 3.801
H: -5.053 2.184 2.565
H: -0.576 -1.806 -0.040
H: 0.564 -2.977 1.966
H: 2.322 -3.261 1.941
H: 1.533 -2.627 3.403
H: 4.708 -0.135 2.676
H: 3.673 -1.073 3.793
H: 4.293 -1.840 2.330
H: -0.220 2.076 0.023
H: 1.229 4.112 0.027
H: 3.525 4.016 0.927
H: 4.378 1.889 1.990
C: 3.207 0.883 -3.908
N: 2.076 0.036 -3.608
C: 1.042 0.590 -2.813
O: 1.022 1.805 -2.544
C: 0.127 -0.361 -2.328
C: 0.017 -1.612 -2.956
O: -0.557 -2.596 -2.461
N: 0.620 -1.675 -4.246
C: 0.279 -2.703 -5.193
C: 1.785 -0.969 -4.540
O: 2.506 -1.224 -5.507
H: 3.901 0.311 -4.526
H: 2.872 1.786 -4.437
H: 3.688 1.181 -2.969
H: -0.599 -0.061 -1.595
H: 1.165 -2.881 -5.800
H: -0.049 -3.604 -4.683
H: -0.514 -2.335 -5.852

---

# 2
Computed, not measured: an isolated molecule of C3H9NO, with ωB97M-V/def2-TZVPD.

Output
**2S+1**: 1
**LUMO**: 0.914 eV
**Frontier orbital gap**: 10.0 eV
**Calculated total energy**: -6791.5198 eV
**Total charge**: 0

Atoms and positions in Å:
C: 1.085 0.505 -0.438
C: -0.704 0.233 -0.661
C: -1.060 -1.206 -0.396
N: 1.473 0.448 0.904
O: 0.162 1.084 1.664
H: 0.490 1.573 2.445
H: 1.368 -0.506 1.252
H: 1.264 1.488 -0.878
H: 1.481 -0.313 -1.044
H: -0.728 0.483 -1.721
H: -1.344 0.938 -0.138
H: -2.115 -1.378 -0.640
H: -0.914 -1.460 0.656
H: -0.459 -1.888 -1.003

---

# 3
Computed, not measured: the ion C3H5N2 with charge +1, with ωB97M-V/def2-TZVPD.

Output
**2S+1**: 1
**LUMO**: -5.469 eV
**Frontier orbital gap**: 10.3 eV
**Calculated total energy**: -6162.1669 eV
**Total charge**: +1

Atoms and positions in Å:
C: -1.450 0.080 1.511
C: 1.009 -0.134 -1.075
C: -0.702 0.615 0.588
N: 1.348 -1.155 -0.478
N: 0.003 0.806 -0.433
H: -2.231 -0.618 1.417
H: 1.344 0.310 -2.149
H: -1.194 0.350 2.650
H: 1.920 -1.853 -0.945
H: -0.048 1.599 -1.085

---

# 4
Computed, not measured: an isolated molecule of C3H6N2O, with ωB97M-V/def2-TZVPD.

Output
**2S+1**: 1
**LUMO**: 0.826 eV
**Frontier orbital gap**: 11.0 eV
**Calculated total energy**: -8235.2255 eV
**Total charge**: 0

Atoms and positions in Å:
N: 1.154 0.190 0.847
C: 0.720 -0.181 -0.496
C: -0.800 -0.406 -0.518
O: -1.256 -1.460 0.277
C: -1.322 0.913 -0.065
N: -1.414 1.963 0.410
H: 2.131 0.463 0.811
H: 0.653 1.020 1.165
H: 0.932 0.577 -1.268
H: 1.211 -1.114 -0.787
H: -1.130 -0.622 -1.539
H: -0.880 -1.342 1.162

---

# 5
Computed, not measured: a cluster of 2 separate species, C4H10NO2 in total, with ωB97M-V/def2-TZVPD.

Output
**2S+1**: 1
**LUMO**: 3.626 eV
**Frontier orbital gap**: 6.3 eV
**Calculated total energy**: -9894.3373 eV
**Total charge**: -1

Atoms and positions in Å:
N: 1.018 0.777 2.648
C: -0.490 0.892 2.429
O: -0.949 -0.049 1.608
H: 1.193 1.198 3.562
H: 1.139 -0.219 2.801
H: -0.979 0.846 3.446
H: -0.639 1.935 2.057
C: 1.000 0.374 -1.086
C: 0.184 -0.383 -1.773
O: 0.381 -0.527 -3.146
C: -1.042 -1.071 -1.272
H: 0.823 0.511 -0.019
H: 1.821 0.881 -1.586
H: -0.033 -1.350 -3.430
H: -1.196 -0.864 -0.202
H: -1.887 -0.647 -1.825
H: -0.874 -2.152 -1.347

---

# 6
Computed, not measured: an isolated molecule of C3HClFNOS, with ωB97M-V/def2-TZVPD.

Output
**2S+1**: 1
**LUMO**: -0.603 eV
**Frontier orbital gap**: 9.6 eV
**Calculated total energy**: -32738.9026 eV
**Total charge**: 0

Atoms and positions in Å:
C: -0.002 0.110 0.724
C: 0.950 1.160 0.203
C: -0.135 -0.935 -0.420
H: 1.265 2.006 0.850
N: 1.384 1.063 -0.980
O: -0.742 -1.962 -0.336
F: 0.480 -0.495 1.835
S: 0.797 -0.327 -1.809
Cl: -1.587 0.819 1.064

---

In order of appearance, relative energy (zero: lowest compared OMol25 entry of this formula, charge and spin) = 25.0 81.5 85.9 34.0 71.7 0.2 kcal/mol.